[1]
189
Properties=species:S:1:pos:R:3:forces:R:3 method="wB97M-V/def2-TZVPD" e_tot_ha=-4125.15711 largest_force_ev_per_a=3.5 lumo_ev=-10.9 homo_lumo_gap_ev=4.81 total_charge=+6
C -0.573 6.386 6.467 -0.70 0.85 0.31
N 0.246 6.255 7.676 1.29 0.43 0.28
C 0.014 6.960 8.817 -0.81 -0.37 -0.99
C 0.891 6.952 9.866 -0.41 0.10 0.39
C 2.045 6.224 9.726 2.11 -0.29 -0.68
C 2.313 5.539 8.529 0.60 -0.07 -0.01
C 1.413 5.582 7.489 -0.88 -0.85 0.49
C 3.159 6.138 10.733 -0.11 -0.88 0.13
C 2.907 5.413 11.889 1.31 0.49 1.37
C 3.948 5.280 12.833 -0.83 -0.28 -1.41
N 5.223 5.595 12.511 -1.53 0.03 -0.71
C 5.499 6.190 11.365 -0.19 1.11 -1.87
C 4.474 6.526 10.464 -0.45 0.22 0.62
C 6.275 5.190 13.390 0.46 -0.59 1.91
H 0.081 6.616 5.657 0.64 0.21 -0.58
H -1.234 7.240 6.622 -0.30 -0.46 -0.12
H -1.044 5.456 6.190 -0.41 -0.22 0.35
H -0.915 7.523 8.884 0.18 -0.16 -0.27
H 0.625 7.514 10.755 0.22 -0.06 -0.07
H 3.261 4.979 8.389 -0.85 0.44 0.16
H 1.485 4.984 6.555 0.20 0.56 0.37
H 1.922 5.007 12.047 -0.07 -0.02 0.50
H 3.837 4.849 13.801 -0.28 -0.37 0.45
H 6.556 6.401 11.183 -0.45 0.04 -0.07
H 4.563 7.151 9.587 0.92 -0.16 -0.08
H 7.265 5.381 13.008 0.08 0.45 -0.22
H 6.205 4.117 13.540 -0.04 -0.14 0.05
H 6.100 5.677 14.358 0.41 -0.09 -0.23
C 3.427 0.751 -5.763 0.79 -0.78 -1.44
N 4.027 0.544 -7.195 -1.42 -0.81 0.20
C 3.319 -0.252 -8.052 0.37 0.23 1.32
C 3.787 -0.454 -9.326 -0.82 -0.96 -0.68
C 5.025 -0.003 -9.749 0.28 0.66 0.01
C 5.725 0.788 -8.850 -0.52 0.05 0.30
C 5.169 1.080 -7.627 0.13 0.44 1.42
C 5.627 -0.337 -11.076 -1.35 -0.79 1.05
C 6.969 -0.504 -11.149 2.01 0.37 0.37
C 7.555 -0.883 -12.323 0.03 -0.29 -1.07
N 6.785 -1.188 -13.392 0.45 -0.22 -0.60
C 5.438 -1.049 -13.366 0.91 -0.43 0.49
C 4.860 -0.690 -12.171 -0.67 0.81 -0.75
C 7.428 -1.777 -14.615 0.53 0.58 0.57
H 3.675 -0.120 -5.134 0.17 0.52 -0.33
H 2.367 0.789 -5.882 -0.70 -0.09 -0.18
H 3.743 1.702 -5.398 0.63 0.43 0.28
H 2.465 -0.762 -7.584 0.04 0.47 -0.50
H 3.168 -1.058 -9.988 0.15 0.03 0.19
H 6.671 1.227 -9.047 0.62 0.29 -0.36
H 5.633 1.733 -6.891 0.20 -0.07 -0.37
H 7.645 -0.344 -10.310 -0.28 0.08 -0.13
H 8.639 -0.930 -12.455 -0.43 -0.24 0.03
H 4.911 -1.296 -14.284 0.00 0.07 0.28
H 3.798 -0.554 -12.148 -0.43 -0.08 -0.02
H 7.323 -1.133 -15.467 -0.13 0.51 -0.25
H 7.010 -2.723 -14.837 -0.82 -0.90 -0.04
H 8.474 -1.969 -14.421 0.20 0.29 0.15
C -6.854 3.024 6.406 1.07 0.69 -0.37
C -8.127 2.551 5.775 -0.86 0.56 -1.31
C -9.393 2.988 6.470 -0.32 1.71 -0.33
O -10.458 2.807 5.561 0.37 -0.65 -0.18
C -11.707 3.223 6.081 -1.21 -0.20 -0.46
N -8.212 3.159 4.318 1.05 -0.78 0.66
H -9.066 2.877 3.893 -1.19 -0.84 -0.19
H -8.309 4.175 4.249 0.76 -0.02 0.45
H -7.445 2.732 3.710 -0.34 0.77 0.11
H -6.700 2.703 7.453 -0.40 0.38 -0.52
H -6.674 4.124 6.242 -0.60 -0.87 0.70
H -6.050 2.595 5.826 0.46 -0.39 -0.03
H -8.152 1.471 5.577 0.12 0.29 0.14
H -9.315 4.109 6.680 0.04 -1.21 0.16
H -9.561 2.443 7.404 0.16 0.05 -0.02
H -12.512 2.485 5.865 0.80 0.23 -0.06
H -12.028 4.159 5.570 0.34 -0.31 0.83
H -11.617 3.253 7.163 -0.35 0.61 0.10
C -1.374 -0.911 0.326 -1.04 -1.25 -0.12
C -1.370 0.112 -0.764 -0.03 0.85 0.52
C -0.923 1.432 -0.181 0.85 -0.11 0.80
O -0.622 2.318 -1.199 -0.06 0.17 -0.50
C -0.165 3.540 -0.654 -0.94 0.35 0.39
N -0.572 -0.311 -1.923 0.29 -1.34 0.10
H -1.081 -1.069 -2.431 1.03 0.27 0.67
H -0.578 0.398 -2.622 0.20 1.22 -0.70
H 0.489 -0.568 -1.748 -1.18 0.02 -0.20
H -1.927 -0.515 1.184 0.11 -0.20 -0.11
H -0.399 -1.268 0.647 0.28 0.38 -0.03
H -1.895 -1.811 -0.046 0.03 0.23 0.37
H -2.369 0.302 -1.174 0.01 -0.30 0.21
H -0.022 1.391 0.495 -0.58 -0.58 -0.43
H -1.731 1.787 0.468 -0.18 0.08 -0.03
H 0.338 3.372 0.306 0.58 0.10 -0.42
H -1.023 4.173 -0.375 0.11 0.00 -0.28
H 0.403 4.012 -1.437 0.45 0.36 0.13
C -3.013 -8.672 6.394 -0.43 -0.17 -0.17
C -3.727 -8.422 5.082 1.17 -0.61 -0.65
C -3.027 -9.128 3.891 -0.15 0.34 0.30
O -3.954 -8.957 2.823 0.67 -0.26 -0.20
C -3.494 -9.220 1.486 -0.73 -0.08 -0.83
N -5.149 -8.941 5.081 0.04 -1.03 -0.70
H -5.897 -8.431 5.552 0.34 0.21 0.16
H -5.398 -9.085 4.085 0.01 0.61 -0.01
H -5.147 -9.913 5.407 -0.03 0.13 0.55
H -3.216 -9.664 6.743 0.08 -0.95 -0.03
H -3.467 -8.079 7.157 0.18 0.85 0.60
H -1.921 -8.567 6.347 -0.48 0.30 -0.10
H -3.730 -7.380 4.796 -0.47 0.33 0.19
H -2.761 -10.178 4.119 -0.43 0.18 -0.22
H -2.059 -8.605 3.746 -0.54 -0.11 -0.23
H -4.136 -8.636 0.786 0.69 0.02 0.74
H -3.693 -10.251 1.152 0.35 0.05 0.63
H -2.429 -8.979 1.368 -0.35 0.04 0.05
C -4.705 3.043 -1.748 0.11 0.01 -0.17
N -5.446 2.154 -2.700 -1.24 -0.95 0.35
C -5.532 0.733 -2.175 -0.08 0.37 -0.63
C -6.881 2.658 -2.722 0.59 -0.24 -0.18
C -4.879 2.156 -4.097 -1.56 0.68 0.45
C -3.434 1.858 -4.161 1.25 0.22 -2.13
O -3.141 0.580 -3.654 0.35 -0.58 0.37
H -5.288 3.228 -0.828 0.21 -0.39 -0.61
H -4.524 3.955 -2.299 0.01 0.44 0.04
H -3.746 2.605 -1.510 0.15 -0.23 0.13
H -6.193 0.125 -2.786 -0.36 0.37 -0.20
H -5.899 0.806 -1.181 -0.10 -0.12 0.96
H -4.576 0.277 -2.288 0.60 -0.09 0.48
H -7.414 2.080 -3.493 0.01 0.30 0.47
H -6.884 3.730 -2.954 -0.01 -0.31 0.03
H -7.227 2.471 -1.701 -0.37 0.13 -0.36
H -5.106 3.181 -4.412 0.45 -0.19 -0.44
H -5.483 1.473 -4.722 0.24 0.16 0.50
H -2.852 2.659 -3.720 0.26 -0.04 0.59
H -3.175 1.944 -5.248 -0.15 -0.26 0.69
H -2.452 0.077 -4.120 -0.06 0.62 -0.33
C -0.012 -4.872 -4.586 0.03 -0.62 -1.80
N 1.305 -5.523 -5.088 -0.97 2.15 0.66
C 2.114 -4.374 -5.656 -0.93 0.45 1.22
C 1.964 -5.962 -3.791 -0.08 -0.08 -1.32
C 1.169 -6.602 -6.193 0.64 2.22 1.22
C 0.554 -7.818 -5.741 -2.06 -1.87 1.79
O -0.911 -7.684 -5.799 0.86 -0.83 -0.66
H -0.419 -4.301 -5.452 0.01 -0.52 0.68
H 0.195 -4.166 -3.773 0.12 -0.48 -0.18
H -0.633 -5.736 -4.333 -0.25 0.55 0.14
H 1.980 -3.504 -4.997 0.12 -0.39 0.07
H 1.674 -4.036 -6.584 0.21 -0.41 -0.48
H 3.153 -4.632 -5.645 0.52 -0.24 -0.52
H 1.338 -6.712 -3.311 0.04 0.39 0.22
H 2.155 -5.051 -3.221 -0.23 -0.26 0.16
H 2.888 -6.406 -4.091 0.81 -0.45 0.10
H 2.193 -6.711 -6.430 1.15 -0.55 -0.62
H 0.626 -6.239 -7.046 -0.18 0.76 -0.21
H 0.831 -8.033 -4.679 -0.39 0.04 -0.78
H 0.979 -8.648 -6.285 -0.37 -0.39 -0.46
H -1.335 -8.287 -6.463 0.89 0.66 0.89
C 6.653 -0.195 1.528 -1.11 -0.37 -0.43
N 5.589 0.431 0.602 1.48 0.57 -0.70
C 5.016 1.726 1.108 -0.11 -0.20 -0.17
C 6.305 0.835 -0.649 1.07 -0.61 -0.64
C 4.623 -0.659 0.248 -1.36 0.76 1.25
C 3.513 -0.775 1.268 -1.48 1.44 0.62
O 2.759 -1.918 1.011 0.02 -0.69 0.09
H 7.297 0.554 1.966 0.18 0.28 -0.25
H 7.187 -0.950 0.915 -0.18 0.62 0.53
H 6.108 -0.693 2.328 0.11 -0.04 0.00
H 5.854 2.363 1.332 0.41 0.27 -0.02
H 4.495 1.574 2.035 -0.59 -0.03 0.12
H 4.434 2.207 0.294 0.05 -0.52 0.79
H 5.588 1.271 -1.357 0.33 0.06 0.37
H 6.671 -0.106 -1.076 0.02 0.27 -0.17
H 7.210 1.481 -0.455 -1.28 -0.48 0.02
H 5.152 -1.569 0.247 0.81 -1.10 -0.14
H 4.092 -0.567 -0.675 0.29 0.69 -1.03
H 2.855 0.143 1.332 0.61 -0.72 -0.65
H 3.850 -0.818 2.286 0.64 -0.42 0.63
H 1.957 -1.718 0.524 0.07 0.19 -0.24
N 0.253 -0.606 -5.123 -0.73 -0.52 -1.33
O 0.128 0.626 -5.151 0.57 -0.22 0.26
O -0.555 -1.272 -4.393 1.44 0.02 -1.18
O 1.093 -1.177 -5.929 -1.38 0.40 1.90
N 2.135 -2.107 -2.263 0.68 -0.84 0.60
O 2.064 -0.881 -1.809 -0.27 -1.45 -0.63
O 1.178 -2.906 -2.109 0.52 1.44 -0.10
O 3.200 -2.513 -2.759 -0.88 0.88 0.14
N -5.932 1.676 1.628 0.42 0.00 -1.91
O -6.411 1.821 2.785 1.09 -0.67 -0.36
O -6.535 2.255 0.660 0.78 -0.77 1.25
O -4.885 0.977 1.374 -2.25 1.46 1.12
N 1.490 4.291 4.257 1.52 -0.06 -1.41
O 1.341 3.451 5.121 -0.90 -1.07 3.17
O 1.576 3.903 3.114 -0.27 -0.40 -2.77
O 1.699 5.480 4.512 -0.35 1.56 0.95

***

[2]
175
Properties=species:S:1:pos:R:3:forces:R:3 method="wB97M-V/def2-TZVPD" e_tot_ha=-3422.84225 largest_force_ev_per_a=0.5 lumo_ev=-2.7 homo_lumo_gap_ev=6.30 total_charge=+1
C 2.751 2.052 1.746 -0.07 -0.18 -0.20
C 2.335 0.770 2.410 -0.01 0.06 0.13
N 1.354 0.744 3.211 0.07 -0.02 -0.25
C 3.193 -0.460 2.129 0.09 -0.06 0.14
C 2.578 -1.481 1.225 -0.14 -0.22 -0.38
C 1.479 -1.472 0.417 0.28 0.12 0.20
C 0.566 -0.328 0.115 0.19 0.09 0.05
C 1.188 0.796 -0.698 -0.13 -0.27 -0.13
O 0.719 1.857 -0.878 0.14 -0.02 -0.04
F 2.373 0.431 -1.267 -0.19 0.10 0.17
N 1.424 -2.715 -0.212 0.33 -0.31 0.17
C 0.468 -3.117 -1.259 -0.10 0.08 -0.29
C -1.026 -3.012 -0.883 -0.04 -0.16 -0.21
C -1.717 -4.377 -0.927 0.04 0.12 -0.20
I -2.039 -1.717 -2.293 0.02 0.00 0.20
C 2.481 -3.459 0.178 -0.32 0.39 0.04
C 2.855 -4.826 -0.291 0.08 -0.13 0.01
C 2.951 -5.923 0.789 -0.06 -0.11 -0.06
C 1.626 -6.602 1.178 0.10 -0.02 0.24
C 1.127 -6.231 2.584 0.06 0.19 0.09
N 0.083 -7.128 3.073 0.11 -0.08 -0.35
C -1.129 -7.134 2.362 -0.05 0.22 0.14
C -1.908 -5.842 2.385 0.42 0.21 0.05
O -1.535 -8.127 1.816 -0.17 -0.31 0.04
N 3.192 -2.719 1.043 -0.27 -0.07 -0.09
C 4.463 -3.105 1.657 0.22 -0.02 0.19
C 5.580 -3.419 0.654 -0.08 0.03 -0.04
O 6.767 -2.959 1.252 0.02 -0.05 0.10
C 7.914 -3.746 1.008 -0.17 0.14 -0.13
C 9.126 -2.925 1.406 0.15 0.19 0.05
F 10.184 -3.732 1.553 0.01 -0.05 -0.03
F 8.936 -2.266 2.552 -0.03 -0.13 0.07
F 9.433 -2.015 0.471 -0.08 -0.02 -0.04
H 3.601 2.474 2.287 -0.05 0.04 0.03
H 3.090 1.878 0.720 0.02 0.04 0.11
H 1.925 2.760 1.735 0.09 0.03 0.12
H 1.222 -0.188 3.612 -0.04 0.04 0.08
H 4.161 -0.155 1.720 -0.02 0.01 0.01
H 3.387 -0.942 3.094 0.03 0.07 -0.04
H -0.313 -0.631 -0.451 -0.02 0.00 0.01
H 0.211 0.133 1.041 -0.06 -0.06 -0.11
H 0.661 -4.161 -1.489 0.07 0.11 0.00
H 0.707 -2.549 -2.161 -0.02 0.06 0.12
H -1.154 -2.545 0.092 0.01 -0.01 -0.02
H -2.686 -4.337 -0.433 0.05 -0.06 0.03
H -1.090 -5.143 -0.464 -0.09 0.03 0.18
H -1.889 -4.688 -1.960 0.07 0.01 0.07
H 3.815 -4.753 -0.814 -0.10 0.11 0.08
H 2.149 -5.158 -1.051 0.06 0.03 0.04
H 3.631 -6.676 0.386 -0.05 0.03 0.04
H 3.425 -5.552 1.699 0.07 0.03 -0.09
H 0.846 -6.401 0.438 -0.01 -0.07 -0.02
H 1.787 -7.684 1.182 -0.10 0.05 -0.12
H 1.965 -6.281 3.286 -0.06 -0.01 -0.02
H 0.763 -5.199 2.610 -0.02 -0.02 0.04
H 0.428 -8.083 3.097 -0.02 -0.01 -0.01
H -1.382 -5.091 1.786 -0.14 0.00 -0.01
H -1.948 -5.446 3.402 -0.13 -0.09 -0.05
H -2.901 -6.004 1.978 0.03 0.00 0.01
H 4.819 -2.260 2.240 -0.07 0.01 -0.07
H 4.305 -3.922 2.362 0.00 0.08 -0.09
H 5.392 -2.881 -0.286 0.04 -0.06 0.01
H 5.635 -4.491 0.437 0.02 0.03 0.04
H 8.019 -3.973 -0.057 0.05 -0.12 0.04
H 7.899 -4.667 1.598 0.01 0.02 -0.03
C -3.121 -1.079 4.165 -0.06 -0.03 -0.06
C -3.173 -0.584 5.602 -0.05 0.01 -0.03
N -1.911 -0.023 6.049 0.05 -0.04 0.01
C -1.851 0.197 7.486 0.02 -0.02 0.11
C -2.799 1.233 8.101 0.04 0.00 0.03
C -1.375 1.046 5.222 0.05 0.08 -0.09
C -2.240 2.292 5.007 0.05 0.03 0.00
H -2.300 -1.788 4.030 0.02 0.02 0.01
H -4.053 -1.586 3.911 0.01 0.00 0.01
H -2.995 -0.261 3.455 0.01 0.01 0.00
H -3.401 -1.428 6.258 0.00 0.01 0.03
H -4.017 0.117 5.699 0.01 0.00 -0.01
H -0.821 0.463 7.738 0.01 0.01 -0.02
H -2.037 -0.769 7.966 -0.03 0.00 -0.04
H -2.493 2.255 7.876 -0.02 0.00 -0.03
H -2.801 1.128 9.187 0.01 0.00 0.00
H -3.826 1.101 7.758 -0.01 -0.01 -0.01
H -1.127 0.629 4.244 -0.05 -0.03 0.00
H -0.415 1.344 5.651 -0.01 0.01 0.03
H -3.276 2.041 4.771 0.00 -0.03 -0.01
H -1.846 2.873 4.170 0.01 0.00 0.01
H -2.238 2.941 5.880 -0.08 -0.01 0.00
C 3.063 2.888 -7.598 0.00 0.05 -0.01
C 2.667 2.101 -6.359 0.02 0.02 -0.02
N 1.688 1.063 -6.636 0.06 -0.02 0.04
C 1.083 0.503 -5.447 -0.13 0.02 0.06
C 1.980 -0.281 -4.478 -0.06 -0.10 0.01
C 2.046 0.118 -7.681 0.01 -0.05 -0.11
C 3.344 -0.683 -7.511 -0.04 -0.03 -0.02
H 2.179 3.292 -8.095 -0.01 -0.02 -0.01
H 3.708 3.722 -7.317 0.00 0.00 0.01
H 3.613 2.281 -8.316 0.01 0.00 0.00
H 2.211 2.785 -5.639 0.00 -0.02 0.03
H 3.581 1.713 -5.880 -0.01 -0.01 -0.01
H 0.254 -0.138 -5.760 0.02 -0.02 -0.02
H 0.628 1.332 -4.895 0.04 0.02 0.00
H 2.246 -1.263 -4.871 0.04 0.02 -0.03
H 1.443 -0.436 -3.537 -0.01 0.00 -0.01
H 2.899 0.258 -4.244 -0.01 0.02 0.01
H 2.104 0.667 -8.623 0.01 0.03 0.02
H 1.206 -0.570 -7.801 0.00 0.00 0.03
H 4.172 -0.049 -7.190 0.00 0.02 -0.01
H 3.628 -1.129 -8.466 -0.01 -0.01 0.00
H 3.241 -1.495 -6.792 0.02 0.03 0.04
C -9.342 -4.643 0.858 0.01 -0.02 -0.02
C -7.894 -4.670 1.319 -0.04 -0.03 0.01
N -7.351 -3.346 1.574 -0.01 -0.02 0.02
C -5.914 -3.332 1.730 0.16 0.04 -0.04
C -5.295 -4.060 2.933 0.09 0.05 -0.05
C -8.102 -2.524 2.510 -0.08 0.08 0.05
C -8.329 -3.075 3.924 0.01 0.05 0.00
H -9.459 -3.992 -0.009 0.00 0.02 0.01
H -9.658 -5.648 0.578 0.00 0.00 0.00
H -10.017 -4.297 1.641 0.00 0.00 0.01
H -7.284 -5.118 0.530 0.03 0.00 0.02
H -7.812 -5.341 2.189 0.00 0.01 0.00
H -5.586 -2.288 1.756 -0.05 0.02 0.00
H -5.486 -3.755 0.812 -0.04 -0.05 0.02
H -5.446 -3.513 3.862 -0.05 -0.05 0.02
H -4.215 -4.139 2.777 -0.01 0.01 0.06
H -5.683 -5.071 3.063 -0.04 0.00 -0.05
H -9.075 -2.312 2.062 0.00 -0.04 -0.02
H -7.597 -1.557 2.572 0.03 -0.01 0.00
H -8.645 -4.119 3.906 -0.02 0.00 -0.01
H -9.119 -2.505 4.416 0.00 0.01 0.00
H -7.439 -3.001 4.548 0.01 -0.05 -0.01
C 3.452 5.876 -14.348 -0.01 0.02 -0.01
C 2.417 6.034 -13.245 0.03 0.03 -0.02
N 2.099 4.784 -12.577 -0.01 0.02 0.02
C 0.918 4.858 -11.736 -0.11 -0.03 0.01
C 0.960 5.772 -10.504 -0.03 -0.03 0.02
C 3.230 4.061 -12.025 0.11 -0.08 0.02
C 4.112 4.782 -10.997 0.00 -0.09 0.06
H 3.141 5.111 -15.062 0.00 -0.02 0.02
H 3.565 6.819 -14.884 0.00 0.00 -0.01
H 4.433 5.604 -13.958 0.00 0.00 0.01
H 1.488 6.403 -13.687 -0.02 0.01 0.03
H 2.758 6.818 -12.549 0.00 -0.01 0.00
H 0.672 3.841 -11.417 0.02 -0.01 0.00
H 0.090 5.180 -12.375 0.03 0.03 -0.02
H 1.572 5.355 -9.704 0.03 0.02 -0.02
H -0.049 5.899 -10.109 0.00 -0.01 0.00
H 1.344 6.763 -10.746 0.01 0.00 -0.01
H 3.864 3.739 -12.855 -0.01 0.04 -0.03
H 2.842 3.138 -11.585 -0.02 0.01 0.02
H 4.360 5.797 -11.309 -0.01 0.00 -0.03
H 5.052 4.240 -10.876 0.00 0.00 0.00
H 3.639 4.834 -10.017 -0.01 0.07 -0.01
C -1.030 8.678 6.606 0.00 0.02 0.02
C -1.531 7.925 7.829 0.04 0.02 -0.01
N -2.455 6.854 7.499 0.02 0.00 0.03
C -3.165 6.322 8.649 -0.10 0.00 0.05
C -2.355 5.596 9.731 -0.03 -0.02 0.00
C -1.970 5.877 6.543 0.04 -0.05 -0.11
C -0.673 5.126 6.878 -0.04 -0.08 -0.05
H -1.866 9.043 6.008 -0.01 -0.02 -0.01
H -0.434 9.535 6.921 0.00 0.00 0.00
H -0.397 8.058 5.970 0.00 -0.01 0.00
H -2.072 8.624 8.472 0.00 -0.02 0.03
H -0.663 7.579 8.413 -0.01 0.00 0.00
H -3.945 5.651 8.278 0.01 -0.01 -0.02
H -3.690 7.160 9.116 0.04 0.02 -0.01
H -2.029 4.607 9.407 0.03 0.01 -0.02
H -2.973 5.459 10.619 0.00 0.00 0.00
H -1.474 6.165 10.030 0.00 0.01 -0.01
H -1.834 6.379 5.582 0.01 0.04 0.02
H -2.777 5.157 6.378 0.00 0.00 0.03
H 0.102 5.799 7.246 -0.01 0.02 0.00
H -0.286 4.640 5.980 -0.01 0.00 0.00
H -0.827 4.349 7.627 0.03 0.04 0.05